The following is a DFT calculation (ωB97M-V/def2-TZVPD) of a structure of composition C32H27IrN3OPS2.

Each line ends with the natural charge from an NBO analysis.
CARTESIAN COORDINATES (ANGSTROEM)
Ir  -1.531  1.374  0.818  1.068
S  -0.407  1.599  -1.377  -0.179
C  -1.777  0.726  -2.007  -0.206
S  -3.136  0.652  -0.938  -0.132
C  -1.765  0.141  -3.246  -0.454
C  -0.642  0.291  -4.123  0.315
N  0.265  0.407  -4.823  -0.354
C  -2.856  -0.677  -3.683  0.304
N  -3.718  -1.356  -4.030  -0.337
N  -1.190  -0.338  1.427  -1.194
P  -0.800  -1.840  1.141  1.753
C  -0.213  -2.146  -0.527  -0.363
C  0.910  -1.424  -0.941  -0.186
C  1.410  -1.593  -2.219  -0.207
C  0.797  -2.487  -3.089  -0.176
C  -0.307  -3.218  -2.679  -0.206
C  -0.814  -3.053  -1.397  -0.206
C  0.535  -2.383  2.225  -0.332
C  0.886  -1.603  3.322  -0.193
C  1.921  -2.009  4.155  -0.216
C  2.601  -3.189  3.893  -0.193
C  2.254  -3.969  2.796  -0.201
C  1.226  -3.565  1.960  -0.211
C  -2.215  -2.907  1.435  -0.338
C  -3.360  -2.703  0.661  -0.201
C  -4.498  -3.453  0.905  -0.198
C  -4.505  -4.396  1.926  -0.189
C  -3.375  -4.590  2.705  -0.215
C  -2.229  -3.844  2.464  -0.205
H  1.374  -0.714  -0.268  0.223
H  2.250  -1.000  -2.555  0.226
H  1.172  -2.594  -4.098  0.227
H  -0.791  -3.903  -3.363  0.224
H  -1.682  -3.617  -1.089  0.229
H  0.344  -0.684  3.508  0.236
H  2.197  -1.403  5.008  0.219
H  3.408  -3.503  4.542  0.218
H  2.791  -4.885  2.589  0.219
H  0.965  -4.162  1.093  0.229
H  -3.362  -1.952  -0.122  0.248
H  -5.381  -3.299  0.298  0.224
H  -5.398  -4.977  2.117  0.217
H  -3.385  -5.320  3.504  0.218
H  -1.348  -3.995  3.075  0.223
C  4.229  3.890  -1.993  -0.638
C  2.941  4.089  -1.251  0.075
C  2.014  5.037  -1.673  -0.237
C  0.794  5.189  -1.037  0.074
C  -0.170  6.219  -1.577  -0.648
C  0.491  4.338  0.050  -0.168
C  -0.852  4.382  0.557  0.451
O  -1.418  3.468  1.169  -0.649
C  1.440  3.417  0.532  0.077
C  1.205  2.593  1.769  -0.638
C  2.649  3.317  -0.129  -0.237
H  4.455  4.738  -2.638  0.221
H  4.155  3.001  -2.623  0.239
H  5.062  3.738  -1.307  0.223
H  2.247  5.664  -2.525  0.213
H  0.320  6.807  -2.349  0.227
H  -0.511  6.908  -0.803  0.220
H  -1.049  5.753  -2.026  0.235
H  -1.445  5.280  0.358  0.156
H  0.739  3.181  2.561  0.227
H  2.151  2.197  2.136  0.221
H  0.546  1.741  1.571  0.214
H  3.386  2.612  0.237  0.212

* spin multiplicity: 5
* HOMO-LUMO gap (spin up / spin down): 6.08 / 6.51 eV
* calculated total energy: -73935.688 eV
* E_HOMO (spin up / spin down): -7.0 / -7.8 eV